Entry from the OMol25 dataset: C4H8N2O2S as an isolated structure in a non-equilibrium geometry (the ωB97M-V functional and the def2-TZVPD basis).

Structure (XYZ):
```
17
Properties=species:S:1:pos:R:3:forces:R:3
S -2.277108 1.555378 1.669505 -0.02 -0.17 -1.49
O -2.744339 1.183502 0.341765 -0.14 0.47 0.56
O -2.425034 0.556692 2.683950 -0.36 -0.33 0.81
N -0.246334 0.839453 1.134896 -0.34 -3.18 4.39
N 0.904852 -1.093015 -0.896623 1.35 -1.73 1.62
C 0.149664 -0.139610 1.922163 1.83 1.08 -2.59
C 1.368910 -1.896987 -1.764272 -2.81 2.33 -1.00
C 0.172868 0.103371 -1.224705 0.11 -0.72 0.02
C 0.338011 1.225877 -0.061891 2.15 -3.86 -2.24
H 1.101141 -0.774000 1.731812 -1.51 1.31 -0.19
H 1.035147 -1.718394 -2.808269 0.64 -0.08 -0.05
H -0.330617 -0.447104 2.841313 -0.78 0.63 -0.13
H 0.668173 0.349881 -2.163597 -0.60 1.34 -0.22
H -0.872798 -0.237772 -1.410734 0.51 0.82 0.33
H 1.818437 -2.835027 -1.602594 0.81 -0.79 0.88
H 1.423745 1.252063 0.060320 0.00 0.62 -0.13
H -0.084719 2.075692 -0.453040 -0.83 2.28 -0.56
```
Forces are in eV/Å.

As for the total charge: 0. The value obtained for the LUMO energy is 0.3 eV. The spin multiplicity is 1. The calculation puts the gap between HOMO and LUMO at 9.79 eV.



Entry from the OMol25 dataset: a 2-piece molecular cluster, C4H8N2O3 overall in a non-equilibrium geometry (the ωB97M-V functional and the def2-TZVPD basis).

Structure (XYZ):
```
17
Properties=species:S:1:pos:R:3:forces:R:3
O 0.066827 0.931469 0.373785 -2.14 -0.93 -1.06
O 0.720694 -1.378268 0.534597 0.79 2.12 0.34
O -1.173004 -0.081676 -1.422164 0.45 -0.25 1.57
N 2.758532 0.001401 0.393163 -1.47 0.65 0.32
N 0.939601 -2.260410 -0.587339 0.43 0.32 0.14
C -2.055495 -0.331341 0.833212 0.25 -0.81 0.12
C 0.424186 2.081945 -0.402754 0.11 0.24 -0.12
C 1.626909 -0.272984 0.542763 0.77 -3.67 -0.72
C -1.074003 -0.010577 -0.238310 0.82 2.76 -0.83
H -1.548065 -0.759684 1.694432 0.03 0.19 0.06
H -2.758866 -1.075697 0.454100 0.05 0.19 -0.04
H 1.615018 -2.934316 -0.229047 0.09 0.09 -0.11
H 1.436111 -1.679481 -1.269121 -0.14 -0.33 0.01
H 1.460821 2.020264 -0.735169 0.11 -0.19 0.29
H 0.306072 2.953484 0.242429 0.00 -0.03 -0.08
H -0.158879 2.220860 -1.315833 -0.32 -0.34 0.24
H -2.586460 0.575011 1.131256 0.17 -0.02 -0.12
```
Forces are in eV/Å.

As for the SMILES: COC(C)=O.N#CON. As for the total charge: 0. The value obtained for the LUMO energy is 0.7 eV. The spin multiplicity is 1. The calculation puts the gap between HOMO and LUMO at 10.77 eV.



Entry from the OMol25 dataset: C4H8N2O3 as an isolated structure in a non-equilibrium geometry (the ωB97M-V functional and the def2-TZVPD basis).

Structure (XYZ):
```
17
Properties=species:S:1:pos:R:3:forces:R:3
O -0.143738 -1.568154 0.552654 -0.41 1.85 -0.46
O 0.788808 1.844588 1.099703 0.58 -0.45 -0.23
O 2.404836 0.666346 -0.489142 0.20 0.27 -0.02
N 2.273838 -1.606510 -0.405969 -0.34 0.08 0.11
N 0.103608 0.690215 1.177701 -2.93 0.12 -1.00
C -2.406763 0.063694 -0.008726 0.20 -0.41 0.21
C 0.278781 -0.414131 0.327474 4.01 -1.38 1.14
C 1.789098 -0.364251 -0.269202 -1.15 -0.86 -0.69
C -1.093585 0.774499 -0.289985 -2.15 1.43 0.34
H -0.899264 0.791128 -1.365284 1.17 -0.82 0.06
H -3.236105 0.596300 -0.482433 0.19 0.17 -0.04
H -2.603744 0.025314 1.065609 0.04 -0.03 -0.17
H -2.412837 -0.952364 -0.405994 0.08 0.05 0.17
H 3.240196 -1.763433 -0.647352 -0.16 0.08 0.00
H 1.637994 -2.366413 -0.166130 0.30 0.31 -0.08
H 1.528609 1.735180 0.441834 -0.07 -0.17 0.07
H -1.249732 1.847992 -0.134759 0.42 -0.23 0.59
```
Forces are in eV/Å.

As for the total charge: 0. The value obtained for the LUMO energy is 0.3 eV. The spin multiplicity is 1. The calculation puts the gap between HOMO and LUMO at 9.62 eV.



Entry from the OMol25 dataset: a 2-piece molecular cluster, C4H8N2O5S overall in a non-equilibrium geometry (the ωB97M-V functional and the def2-TZVPD basis).

Structure (XYZ):
```
20
Properties=species:S:1:pos:R:3:forces:R:3
S 2.349644 1.078949 0.907533 1.02 -0.27 -2.38
O 1.763907 -2.422322 -0.720186 -0.05 -0.36 -1.23
O 1.608088 2.307546 0.258156 1.13 -1.32 0.41
O 1.679623 -1.743837 1.403545 0.13 -0.57 1.04
O -0.872758 2.686636 0.302576 0.61 -1.26 -0.46
O 3.845026 1.102655 0.535514 -2.61 0.30 0.59
N 1.619687 -0.184036 -0.159050 0.67 1.47 -1.04
N -2.060303 -0.607399 -0.364826 0.03 0.13 0.46
C -1.602603 1.719592 -0.445061 3.12 0.81 -1.33
C 1.723438 -1.569175 0.173839 0.03 0.77 0.99
C -1.690784 -2.001994 0.037774 2.83 2.43 -0.40
C -1.274907 0.355512 -0.031342 -3.89 -2.11 -1.29
H -2.463050 -2.675539 -0.248883 -0.13 -0.75 -0.88
H -0.403516 0.197124 0.456294 2.73 -0.50 1.70
H -1.630257 -2.058001 1.100522 -0.05 0.02 1.11
H -1.173802 1.735470 -1.509994 -0.89 0.21 0.68
H -0.570798 -2.128026 -0.269388 -2.21 -0.81 -0.01
H -2.654579 1.801989 -0.480830 -1.25 0.72 0.07
H 0.201575 2.325486 0.229184 -1.61 1.40 0.56
H 1.606361 0.079372 -1.175386 0.40 -0.32 1.39
```
Forces are in eV/Å.

As for the total charge: -2. The value obtained for the LUMO energy is 6.2 eV. The spin multiplicity is 1. The calculation puts the gap between HOMO and LUMO at 7.53 eV.



Entry from the OMol25 dataset: the molecule C4H8N2OS in a non-equilibrium geometry (the ωB97M-V functional and the def2-TZVPD basis).

Structure (XYZ):
```
16
Properties=species:S:1:pos:R:3:forces:R:3
S 3.671358 -0.074504 -0.283070 -0.93 -0.08 0.14
O -0.960662 -1.599231 -0.166426 0.32 -0.91 -0.98
N -0.621627 1.639543 0.114533 -2.64 2.42 -0.11
N 2.232727 -0.513928 0.594426 -0.79 0.42 -1.64
C 1.126798 -0.348474 -0.045135 1.13 0.05 -0.05
C -1.199490 0.354912 0.526320 -0.71 0.81 -2.64
C -0.155063 -0.730067 0.634361 -0.04 -0.66 0.29
C -1.794707 -0.540460 -0.669694 -0.58 -0.32 1.23
H 0.000239 -1.196969 1.622646 0.30 0.43 -0.40
H -2.854700 -0.919440 -0.759586 0.88 0.71 0.53
H -1.531112 -0.158619 -1.661639 0.38 -0.05 0.02
H -1.867802 0.333943 1.362142 -0.23 0.71 0.51
H 4.446167 -0.293719 0.759795 0.45 -0.07 0.34
H 1.014551 0.115571 -1.099597 0.57 -1.03 1.48
H -1.371566 2.417118 -0.166241 1.83 -2.40 1.18
H -0.135109 1.514320 -0.762837 0.05 -0.02 0.07
```
Forces are in eV/Å.

As for the SMILES: N[C@H]1CO[C@H]1/C=N/S. As for the total charge: 0. The value obtained for the LUMO energy is 0.8 eV. The spin multiplicity is 1. The calculation puts the gap between HOMO and LUMO at 9.83 eV.



Entry from the OMol25 dataset: the molecule C4H8N2OS in a non-equilibrium geometry (the ωB97M-V functional and the def2-TZVPD basis).

Structure (XYZ):
```
16
Properties=species:S:1:pos:R:3:forces:R:3
S -0.562736 3.694927 -0.883427 -0.49 0.25 -0.13
O 0.520559 -1.074972 -0.289578 1.40 -0.71 -2.43
N -1.218871 1.596933 0.586102 -3.78 -2.89 -0.08
N 1.002436 2.001453 0.311443 4.90 -2.48 -2.95
C 0.889686 -2.293944 -0.907203 1.71 -3.45 -1.57
C -0.264714 2.341147 0.021304 0.03 1.08 -0.94
C -1.130381 0.136234 0.909442 0.67 -0.71 0.04
C -0.484946 -1.028244 0.540530 -2.72 2.25 1.07
H 1.175466 0.959823 0.457859 -0.61 1.79 0.21
H -2.284211 1.851032 0.327371 3.66 -0.46 0.76
H 1.763292 2.228364 -0.551784 -3.10 -0.16 3.28
H 2.013024 -2.194746 -1.283382 -2.68 0.17 0.44
H -1.675372 -0.194567 1.768467 -1.10 0.80 0.37
H -0.946928 -1.955283 0.962658 0.96 0.66 -0.27
H 0.210686 -2.939350 -1.812016 1.47 2.91 2.41
H 0.993010 -3.128806 -0.157785 -0.32 0.95 -0.21
```
Forces are in eV/Å.

As for the SMILES: CO/C=C\NC(N)=S. As for the total charge: 0. The value obtained for the LUMO energy is 0.5 eV. The spin multiplicity is 1. The calculation puts the gap between HOMO and LUMO at 8.49 eV.



Entry from the OMol25 dataset: C4H8N2OS as an isolated structure in a non-equilibrium geometry (the ωB97M-V functional and the def2-TZVPD basis).

Structure (XYZ):
```
16
Properties=species:S:1:pos:R:3:forces:R:3
S -2.767815 0.005103 -0.131525 -1.77 -2.00 0.53
O -0.560552 -1.185402 -0.485094 -0.18 -0.20 -0.61
N -0.278656 0.116983 -0.031939 0.85 1.13 0.68
N -1.524511 2.218432 0.059402 0.21 -0.18 0.31
C -1.374690 0.962201 -0.002946 0.10 -0.17 -0.57
C -1.770817 -1.519946 0.162615 0.41 -0.59 1.53
C 2.115040 -0.252652 0.206736 1.36 -1.73 2.33
C 1.031429 0.556496 -0.452245 0.13 0.52 1.03
H -1.463586 -1.824171 1.252094 -1.07 1.14 -1.50
H 1.644747 -1.521144 0.460748 2.03 4.14 -1.10
H -2.255338 -2.423904 -0.256352 0.48 0.75 -0.28
H 2.989385 -0.126672 -0.593351 -1.31 -1.06 2.31
H -0.630128 2.655405 0.117093 0.79 0.75 -0.12
H 2.447937 0.260756 1.335983 -0.88 -1.75 -3.40
H 1.185568 0.459314 -1.517627 -0.48 0.19 -0.54
H 1.211980 1.619195 -0.123595 -0.68 -0.94 -0.61
```
Forces are in eV/Å.

As for the total charge: 0. The value obtained for the LUMO energy is 0.8 eV. The spin multiplicity is 1. The calculation puts the gap between HOMO and LUMO at 9.66 eV.



Entry from the OMol25 dataset: the molecule C4H8N2OS in a non-equilibrium geometry (the ωB97M-V functional and the def2-TZVPD basis).

Structure (XYZ):
```
16
Properties=species:S:1:pos:R:3:forces:R:3
S 1.422210 -1.469388 0.048506 0.10 0.62 -0.15
O 1.893718 1.711050 -0.220544 0.43 0.91 -0.30
N 0.040845 -0.498247 -0.155890 -1.24 -1.29 -0.04
N 0.576874 1.867195 0.011741 -2.93 -0.36 0.88
C -1.239580 -1.287246 -0.120094 -0.67 2.08 1.50
C -2.347780 -0.211122 -0.310249 -0.03 0.59 0.53
C -0.250481 0.869916 0.107134 2.77 0.61 0.11
C -1.708471 1.035937 0.434809 -0.02 -1.78 -1.48
H 2.121396 0.800162 -0.283360 0.37 -1.63 -0.08
H -2.040385 1.934994 -0.002595 -0.52 1.18 -0.19
H -1.928079 1.003875 1.485259 0.13 0.02 0.57
H -3.368323 -0.489605 0.052258 1.05 0.01 0.19
H 1.438385 -1.832534 1.365459 -0.32 0.39 -0.13
H -2.542149 0.064633 -1.350621 0.52 -0.17 -0.07
H -1.265052 -2.036573 -0.872838 0.21 -0.81 -0.34
H -1.367051 -1.650693 0.934139 0.14 -0.37 -0.99
```
Forces are in eV/Å.

As for the SMILES: O/N=C1/CCCN1S. As for the total charge: 0. The value obtained for the LUMO energy is 0.6 eV. The spin multiplicity is 1. The calculation puts the gap between HOMO and LUMO at 9.14 eV.



One value per record, in order, for relative energy (zero: lowest compared OMol25 entry of this formula, charge and spin): 3.060; 5.965; 5.205; 0.000; 3.014; 3.461; 4.384; 2.774 eV.